19
Properties=species:S:1:pos:R:3:nbo_charge:R:1 method="wB97M-V/def2-TZVPD" homo_ev=-8.53 largest_force_ev_per_a=0.88 e_above_lowest_ev=0.1988 multiplicity=1
S 1.562 -0.743 -1.190 0.18
O -0.754 0.634 1.600 -0.56
C -1.578 1.696 -0.379 -0.73
C 1.659 -1.840 0.234 -0.76
C 2.342 0.703 -0.454 -0.76
C -2.223 -0.702 0.267 -0.73
C -1.447 0.551 0.599 0.60
H -2.633 2.008 -0.462 0.23
H 3.376 0.486 -0.136 0.21
H 1.210 -2.807 -0.048 0.23
H 2.704 -2.013 0.540 0.21
H 1.103 -1.432 1.096 0.23
H -0.981 2.560 -0.043 0.23
H -1.904 -1.103 -0.710 0.24
H -1.222 1.388 -1.376 0.24
H -3.303 -0.481 0.220 0.23
H 1.775 1.067 0.420 0.23
H 2.368 1.502 -1.214 0.23
H -2.055 -1.475 1.036 0.23



19
Properties=species:S:1:pos:R:3:nbo_charge:R:1 method="wB97M-V/def2-TZVPD" homo_ev=-8.59 largest_force_ev_per_a=4.04 e_above_lowest_ev=2.7855 multiplicity=1
S -1.077 1.486 0.255 1.28
O -0.829 2.912 0.641 -0.99
C -0.565 -1.299 1.001 -0.64
C 0.351 -0.688 0.020 -0.29
C 1.714 -1.396 0.081 -0.60
C 0.529 0.786 0.375 -0.62
C -1.469 1.438 -1.428 -0.89
H 2.304 -0.975 1.023 0.21
H 2.348 -1.286 -0.942 0.23
H -1.600 -0.831 1.095 0.23
H 1.484 -2.634 0.323 0.22
H -0.741 -2.454 0.908 0.22
H -2.340 2.097 -1.508 0.26
H -0.267 -0.977 1.996 0.21
H -0.630 2.017 -1.973 0.23
H -1.488 0.505 -1.951 0.25
H 1.265 1.213 -0.368 0.24
H 0.977 0.756 1.451 0.25
H 0.033 -0.670 -0.998 0.20



20
Properties=species:S:1:pos:R:3:nbo_charge:R:1 method="wB97M-V/def2-TZVPD" homo_ev="-12.47 / -12.46" charge=+1 largest_force_ev_per_a=1.38 s2=0.756 e_above_lowest_ev=0.0000 multiplicity=2
S -1.794 2.416 0.317 -0.19
S -2.252 0.939 -1.104 0.13
O 1.039 0.626 1.585 -0.51
C 2.012 0.358 0.749 0.49
C 2.221 1.202 -0.449 -0.74
C -1.571 -0.592 -0.400 -0.53
C -2.363 -1.787 -0.907 -0.62
C 2.639 -0.847 1.023 -0.12
H 1.252 1.210 -0.965 0.28
H -2.277 -1.877 -1.992 0.22
H -0.497 -0.687 -0.564 0.18
H -1.709 -0.525 0.682 0.22
H 2.925 0.735 -1.133 0.27
H 3.308 -1.301 0.308 0.23
H -3.409 -1.729 -0.613 0.23
H 2.318 -1.350 1.929 0.24
H 2.540 2.230 -0.279 0.30
H -2.929 2.302 1.038 0.16
H -1.959 -2.686 -0.438 0.23
H 0.507 1.364 1.214 0.53



19
Properties=species:S:1:pos:R:3:nbo_charge:R:1 method="wB97M-V/def2-TZVPD" homo_ev=-12.14 charge=+1 largest_force_ev_per_a=4.50 e_above_lowest_ev=2.9021 multiplicity=1
S 2.595 -1.205 -1.184 0.58
P -0.597 -0.116 0.089 0.76
C 2.681 -0.559 0.241 0.14
C 2.897 0.361 1.323 -0.79
C -1.365 -1.513 -0.774 -0.96
C -0.376 1.043 -1.422 -0.91
C -2.105 0.442 1.007 -0.90
H -1.902 -1.012 -1.613 0.25
H 2.152 0.186 2.098 0.33
H -2.330 -0.458 1.636 0.24
H 0.657 0.915 -1.683 0.20
H -2.071 1.286 1.582 0.24
H 3.829 0.129 1.879 0.32
H -1.039 0.991 -2.292 0.24
H -2.086 -2.147 -0.131 0.26
H 2.837 1.295 0.823 0.31
H -0.424 -2.110 -0.976 0.22
H -0.484 2.032 -0.912 0.24
H -2.871 0.438 0.309 0.23